{
  "formula": "C4H8F3O5SSm",
  "method": "wB97M-V/def2-TZVPD",
  "mol_weight_g_mol": 375.52,
  "gap_ev": [6.6861, 8.9843],
  "lumo_ev": [-11.4709, -9.2400],
  "spin_multiplicity": 6,
  "max_force_ev_per_a": 3.06,
  "charge": 2,
  "species": ["Sm", "S", "F", "F", "F", "O", "O", "O", "O", "O", "C", "C", "C", "C", "H", "H", "H", "H", "H", "H", "H", "H"],
  "coordinates": [[-0.809, -1.853, 1.407], [-1.951, 0.436, -1.589], [0.153, -0.928, -2.266], [0.119, 1.087, -3.033], [-1.136, -0.426, -3.923], [-1.976, -0.688, -0.620], [-3.259, 0.263, -2.422], [1.487, -1.124, 1.672], [0.215, -1.945, 3.308], [-1.729, 1.777, -1.113], [1.476, -1.512, 3.087], [-4.169, 1.394, -2.583], [-0.592, 0.006, -2.812], [2.734, -0.835, 1.076], [-3.755, 2.081, -3.327], [-5.098, 0.941, -2.932], [2.980, -1.666, 0.408], [1.754, -0.610, 3.668], [3.514, -0.735, 1.845], [2.256, -2.290, 3.210], [2.667, 0.097, 0.496], [-4.321, 1.887, -1.618]]
}

***

{
  "formula": "C4H8FN",
  "method": "wB97M-V/def2-TZVPD",
  "mol_weight_g_mol": 89.11,
  "gap_ev": 10.2080,
  "lumo_ev": 0.9693,
  "smiles": "C[C@@H]1NC[C@@H]1F",
  "max_force_ev_per_a": 2.35,
  "de_lowest_kj_mol": 107.9,
  "species": ["F", "N", "C", "C", "C", "C", "H", "H", "H", "H", "H", "H", "H", "H"],
  "coordinates": [[-0.249, 1.707, -0.218], [-0.228, -1.423, -0.188], [-0.610, 0.545, 0.496], [1.777, -0.045, -0.273], [-1.366, -0.475, -0.348], [0.560, -0.426, 0.545], [-1.052, 0.910, 1.470], [1.561, -0.010, -1.328], [-2.302, -0.762, 0.158], [-1.646, -0.233, -1.349], [0.939, -0.600, 1.569], [2.504, -0.952, -0.221], [-0.625, -2.210, 0.331], [2.292, 0.858, 0.131]]
}

***

{
  "formula": "C4H8FN",
  "method": "wB97M-V/def2-TZVPD",
  "mol_weight_g_mol": 89.11,
  "gap_ev": 10.2903,
  "lumo_ev": 1.0996,
  "smiles": "C[C@H](N)/C=C\\F",
  "max_force_ev_per_a": 3.53,
  "de_lowest_kj_mol": 95.6,
  "species": ["F", "N", "C", "C", "C", "C", "H", "H", "H", "H", "H", "H", "H", "H"],
  "coordinates": [[-1.130, -1.629, 1.690], [1.316, 0.074, 0.729], [0.188, 1.515, -0.942], [0.051, 0.431, 0.113], [-1.071, -1.788, 0.386], [-0.636, -0.792, -0.432], [-1.130, -2.835, -0.001], [1.168, -0.754, 1.276], [-0.644, -1.073, -1.505], [-0.555, 0.766, 0.899], [0.739, 1.121, -1.796], [0.800, 2.232, -0.470], [-0.736, 1.930, -1.295], [1.641, 0.804, 1.346]]
}